No. 1
{
  "formula": "C50H47HgN6O2P",
  "method": "ωB97M-V with the def2-TZVPD basis set",
  "species": ["Hg", "O", "C", "O", "C", "C", "C", "N", "C", "C", "C", "C", "C", "C", "C", "N", "C", "C", "C", "C", "C", "N", "H", "H", "H", "H", "H", "H", "H", "H", "H", "H", "C", "C", "C", "C", "C", "C", "C", "C", "C", "C", "H", "H", "H", "H", "H", "H", "H", "C", "C", "C", "C", "P", "C", "C", "C", "C", "C", "C", "C", "C", "C", "C", "H", "H", "H", "H", "H", "H", "H", "H", "H", "H", "H", "H", "H", "H", "H", "H", "H", "H", "H", "H", "H", "H", "H", "N", "C", "C", "C", "C", "C", "C", "C", "N", "C", "C", "N", "C", "H", "H", "H", "H", "H", "H", "H"],
  "positions_angstrom": [[-0.07608, 0.96756, 0.47392], [-3.49666, 4.99480, 6.41942], [-2.96089, 5.70271, 5.54987], [-2.88372, 6.93270, 5.40022], [-2.26924, 4.86620, 4.42727], [-1.29964, 3.92181, 4.71253], [-0.79511, 3.11982, 3.69476], [-1.18866, 3.20717, 2.42065], [-2.10521, 4.13700, 2.14022], [-2.66261, 4.97533, 3.10491], [-2.71174, 4.29926, 0.79098], [-2.55451, 5.50240, 0.10177], [-3.41007, 5.78637, -0.94724], [-4.37994, 4.85730, -1.29067], [-4.39610, 3.65048, -0.60962], [-3.58956, 3.37102, 0.40820], [0.21575, 2.10445, 4.10840], [-0.18094, 1.06655, 4.95462], [0.79034, 0.25218, 5.50896], [2.12217, 0.49637, 5.20783], [2.41137, 1.51661, 4.31640], [1.49015, 2.30851, 3.77959], [-0.92957, 3.80606, 5.72331], [-3.41784, 5.69712, 2.82104], [-1.79611, 6.20898, 0.40984], [-3.34776, 6.73206, -1.47135], [-5.09872, 5.06072, -2.07327], [-5.11760, 2.87946, -0.86212], [-1.23070, 0.91741, 5.16720], [0.51731, -0.55558, 6.17757], [2.91478, -0.08494, 5.66212], [3.43503, 1.72616, 4.02213], [-1.58323, -4.84900, 0.85641], [-1.97883, -3.56796, 1.29366], [-1.25501, -2.46616, 0.93286], [-0.09948, -2.58068, 0.12333], [0.68148, -1.46675, -0.24894], [1.81079, -1.61762, -0.99099], [2.17807, -2.89521, -1.47294], [1.43403, -3.99706, -1.15551], [0.29413, -3.87517, -0.32541], [-0.47696, -4.99490, 0.06676], [-2.16179, -5.71565, 1.15167], [-2.85486, -3.46574, 1.92181], [-1.53644, -1.47332, 1.26672], [2.43791, -0.76738, -1.22630], [3.05231, -2.98356, -2.10830], [1.70122, -4.97489, -1.54026], [-0.17291, -5.97932, -0.27257], [-1.04764, 1.71353, -6.00320], [-1.05466, 2.11278, -4.53025], [-2.33524, 2.85272, -4.16557], [0.13078, 3.05604, -4.27816], [-0.80224, 0.72263, -3.24434], [0.56999, -0.15750, -4.10051], [1.84004, 0.17121, -3.62493], [2.98260, -0.36387, -4.20080], [2.86807, -1.27732, -5.23712], [1.61153, -1.62833, -5.70924], [0.47290, -1.05682, -5.16086], [-2.29163, -0.46819, -3.25453], [-3.17954, -0.52892, -4.49911], [-1.74980, -1.87492, -2.96654], [-3.13411, -0.00134, -2.03505], [-1.10060, 2.61716, -6.61950], [-1.89918, 1.08653, -6.26478], [-0.13278, 1.18420, -6.26659], [-2.36089, 3.83638, -4.64367], [-2.37990, 2.99762, -3.08902], [-3.22695, 2.30746, -4.47168], [0.01289, 3.97226, -4.86430], [1.07315, 2.58767, -4.56675], [0.19139, 3.33214, -3.22316], [1.91460, 0.86314, -2.79356], [3.96119, -0.07671, -3.83499], [3.75475, -1.71763, -5.67614], [1.51619, -2.35104, -6.51066], [-0.49496, -1.30416, -5.57632], [-2.61082, -0.74107, -5.40469], [-3.73450, 0.39443, -4.65311], [-3.91018, -1.33361, -4.37018], [-0.98801, -1.84430, -2.18754], [-1.30832, -2.33581, -3.84874], [-2.56489, -2.51933, -2.62498], [-4.19304, 0.08390, -2.28903], [-2.80575, 0.96619, -1.65235], [-3.03848, -0.70742, -1.20857], [5.32614, -7.65395, 6.13345], [4.92658, -6.75207, 5.54225], [4.46936, -5.61827, 4.81084], [5.25551, -5.09544, 3.78109], [4.85526, -3.95825, 3.11241], [3.67321, -3.30575, 3.46221], [2.86862, -3.85361, 4.46111], [3.25891, -4.99750, 5.12461], [3.31708, -2.10326, 2.83931], [4.16577, -1.22878, 2.18373], [3.38846, -0.19183, 1.77238], [2.08641, -0.40118, 2.14575], [2.07161, -1.53561, 2.77645], [6.18226, -5.58473, 3.51503], [5.46966, -3.57697, 2.30954], [1.94306, -3.36814, 4.73758], [2.63612, -5.41080, 5.90596], [5.22309, -1.39735, 2.09464], [3.67654, 0.69878, 1.23838], [1.18203, -1.98860, 3.18237]],
  "atomic_forces_ev_per_a": [[0.2, -0.6, -0.2], [0.0, 0.1, 0.1], [0.4, -0.3, -0.5], [-0.1, 0.1, 0.0], [-0.4, 0.3, 0.5], [0.1, -0.2, -0.1], [-0.2, 0.3, 0.1], [0.0, -0.1, -0.2], [-0.1, 0.1, 0.6], [0.2, 0.0, -0.2], [-0.1, 0.0, -0.2], [0.0, 0.0, -0.1], [0.0, 0.0, 0.0], [0.0, 0.0, -0.1], [0.0, 0.0, 0.0], [0.0, -0.1, 0.1], [0.1, -0.1, 0.1], [0.1, -0.1, -0.2], [0.1, 0.0, 0.0], [0.0, 0.1, 0.1], [0.0, 0.1, 0.1], [0.0, 0.1, -0.1], [-0.1, -0.1, 0.0], [0.0, 0.0, 0.0], [0.0, 0.0, 0.1], [0.0, 0.0, 0.0], [0.0, 0.0, 0.0], [0.0, 0.0, -0.1], [0.0, 0.1, 0.0], [0.0, 0.0, 0.0], [0.0, 0.0, -0.1], [0.0, -0.1, 0.1], [0.1, -0.1, 0.0], [0.0, 0.1, 0.0], [-0.1, 0.0, 0.1], [0.0, -0.2, 0.0], [-0.2, 0.6, 0.1], [-0.1, 0.1, 0.1], [0.0, -0.1, 0.0], [0.1, 0.0, -0.1], [-0.1, 0.2, 0.1], [-0.1, -0.1, 0.0], [0.0, 0.0, 0.0], [0.0, 0.0, 0.0], [-0.1, 0.0, 0.0], [0.0, 0.0, 0.0], [0.0, -0.1, 0.0], [0.0, 0.0, 0.0], [0.0, 0.0, 0.0], [-0.1, 0.0, 0.0], [0.1, -0.1, 0.2], [-0.1, 0.0, 0.0], [0.0, 0.0, 0.1], [-0.1, -0.1, -0.6], [0.0, 0.1, 0.2], [-0.1, 0.0, -0.2], [0.1, 0.0, 0.0], [0.1, 0.0, 0.0], [-0.1, -0.1, 0.0], [0.1, 0.0, 0.0], [0.1, 0.2, 0.1], [0.1, 0.0, 0.0], [0.0, 0.0, 0.0], [0.0, 0.0, 0.0], [0.0, 0.0, 0.0], [0.0, 0.0, 0.0], [0.0, 0.0, 0.0], [0.0, 0.0, 0.0], [-0.1, 0.2, 0.2], [0.0, 0.0, 0.0], [0.0, 0.0, 0.0], [0.0, 0.0, 0.0], [0.0, 0.0, 0.0], [0.0, 0.0, 0.0], [0.0, 0.0, 0.0], [0.0, 0.0, 0.0], [0.0, 0.0, 0.0], [0.0, 0.0, 0.0], [0.0, -0.1, 0.0], [0.0, 0.0, 0.0], [0.0, 0.0, 0.0], [0.0, -0.1, 0.0], [0.0, 0.0, 0.0], [0.0, 0.0, 0.0], [0.0, -0.1, 0.0], [-0.1, 0.0, 0.0], [0.0, 0.0, 0.0], [-0.1, 0.0, 0.0], [0.1, -0.4, 0.2], [-0.1, 0.5, -0.4], [-0.1, -0.1, 0.2], [0.0, 0.1, -0.1], [0.1, -0.3, 0.2], [-0.1, 0.2, -0.1], [0.2, -0.2, 0.0], [0.0, 0.0, -0.1], [0.1, 0.2, -0.1], [0.0, -0.1, 0.1], [0.0, -0.1, 0.1], [-0.2, 0.2, -0.2], [0.0, 0.0, 0.0], [0.0, 0.0, 0.0], [0.0, 0.0, 0.0], [0.0, 0.0, 0.0], [0.0, -0.1, 0.0], [0.1, 0.0, 0.0], [0.1, -0.1, 0.0]],
  "mulliken_spin": [0.294, 0.000, 0.000, 0.000, 0.001, -0.001, -0.024, 0.052, -0.046, 0.005, 0.027, -0.012, 0.002, 0.001, 0.004, 0.008, 0.012, 0.000, 0.000, 0.003, 0.002, 0.004, -0.001, -0.001, 0.000, 0.000, 0.000, 0.001, 0.000, 0.000, 0.000, -0.001, 0.007, -0.012, -0.043, 0.126, 0.489, 0.015, 0.031, -0.028, 0.001, -0.009, 0.001, -0.001, 0.003, 0.030, 0.007, 0.000, 0.003, 0.001, -0.014, 0.000, -0.008, 0.008, 0.004, -0.004, 0.001, 0.001, 0.000, -0.003, 0.008, 0.001, 0.028, -0.036, 0.000, 0.000, -0.001, 0.000, 0.002, 0.000, 0.001, 0.001, 0.009, 0.011, 0.000, 0.000, 0.000, 0.000, 0.000, 0.000, 0.000, -0.003, 0.000, 0.000, 0.000, 0.034, -0.006, 0.000, 0.000, 0.000, 0.000, 0.000, -0.001, 0.000, 0.000, -0.005, 0.014, -0.007, -0.030, 0.037, 0.000, 0.000, 0.000, 0.000, 0.000, -0.001, 0.003],
  "total_charge": -1,
  "multiplicity": 2,
  "e_above_lowest_kcal_mol": 38.4,
  "orbital_gap_ev": [6.04, 6.33],
  "s_squared": 0.772,
  "e_lumo_ev": [1.30, 1.30]
}

No. 2
{
  "formula": "C50H49MnN6S2Sb",
  "method": "ωB97M-V with the def2-TZVPD basis set",
  "species": ["Mn", "C", "C", "N", "C", "C", "C", "C", "C", "C", "C", "N", "C", "C", "C", "C", "C", "C", "C", "C", "N", "C", "H", "H", "H", "H", "H", "H", "H", "H", "H", "H", "H", "H", "S", "C", "C", "C", "C", "C", "C", "N", "C", "C", "C", "C", "C", "C", "C", "H", "H", "H", "H", "H", "H", "H", "H", "S", "C", "C", "C", "N", "C", "C", "C", "C", "C", "N", "C", "C", "H", "H", "H", "H", "H", "H", "H", "H", "C", "C", "C", "Sb", "C", "C", "C", "C", "C", "C", "H", "H", "H", "H", "H", "H", "H", "H", "H", "H", "H", "H", "H", "H", "H", "H", "H", "H", "H", "H", "H"],
  "positions_angstrom": [[1.08068, -0.42259, 0.17099], [3.10068, 0.09073, -3.69033], [2.67691, -0.47990, -2.47592], [2.19796, 0.23642, -1.47197], [2.09568, 1.59581, -1.61243], [2.49398, 2.24530, -2.78962], [3.00710, 1.44546, -3.84154], [2.34645, 3.65085, -2.89690], [1.79384, 4.34072, -1.85392], [1.37220, 3.70356, -0.67353], [1.51309, 2.33068, -0.50891], [1.09285, 1.52751, 0.50898], [0.69897, 1.90762, 1.75898], [0.84084, 3.13174, 2.40070], [0.32612, 3.34202, 3.69172], [-0.31951, 2.35770, 4.38739], [-0.41599, 1.06393, 3.81382], [-0.99496, -0.04123, 4.49216], [-0.99787, -1.28304, 3.91699], [-0.40800, -1.43943, 2.64754], [0.12225, -0.41791, 1.98080], [0.10708, 0.83724, 2.53523], [3.47264, -0.54496, -4.47694], [2.70994, -1.55474, -2.32985], [3.30891, 1.92264, -4.76355], [2.65990, 4.14989, -3.79997], [1.65880, 5.41193, -1.93313], [0.88539, 4.29772, 0.08130], [1.37356, 3.93778, 1.92316], [0.44503, 4.32091, 4.13523], [-0.73053, 2.53674, 5.36872], [-1.42215, 0.11402, 5.47321], [-1.42883, -2.14071, 4.41331], [-0.36294, -2.40717, 2.16063], [-1.06235, -2.18387, -3.47174], [-1.65839, -0.56293, -3.44630], [-2.55147, -0.17509, -4.52126], [-3.22570, 0.96365, -4.67484], [-3.22787, 2.18017, -3.80432], [-1.57898, 1.44450, -1.86409], [-1.23971, 0.07198, -2.30697], [-0.40836, -0.68958, -1.51297], [-0.26102, -1.91310, -1.98380], [0.50680, -2.92635, -1.26410], [0.55881, -4.25091, -1.69049], [1.22316, -5.18451, -0.91745], [1.80910, -4.77942, 0.28107], [1.75660, -3.45056, 0.66898], [1.12389, -2.45296, -0.09422], [-2.69831, -0.93649, -5.27477], [-3.86996, 1.02610, -5.54305], [-3.26595, 3.03029, -4.50221], [-0.65873, 1.84164, -1.43004], [0.07489, -4.56037, -2.60741], [1.26944, -6.21680, -1.22863], [2.30593, -5.50927, 0.90981], [2.23293, -3.18442, 1.60874], [6.11859, -3.03099, 3.57949], [4.97673, -2.00889, 2.67050], [4.97056, -2.02498, 1.28384], [3.99131, -1.31183, 0.62201], [3.06441, -0.58197, 1.25161], [3.12538, -0.51155, 2.58751], [4.05397, -1.21142, 3.33580], [5.19945, -4.54795, 3.37893], [4.18466, -4.88587, 4.26120], [3.48803, -6.06419, 4.04501], [3.73903, -6.89639, 3.04437], [4.71773, -6.56728, 2.21287], [5.47585, -5.41258, 2.33232], [5.68599, -2.61183, 0.72862], [3.92886, -1.33971, -0.45459], [2.39270, 0.11390, 3.07598], [4.04151, -1.15500, 4.41140], [3.93886, -4.24348, 5.09303], [2.68637, -6.35010, 4.71325], [4.90901, -7.25905, 1.40308], [6.26115, -5.19239, 1.62484], [-1.94501, 3.84562, -2.45952], [-1.94655, 2.41414, -2.98734], [-4.52179, 2.25158, -2.98323], [-2.57282, 1.16134, 0.11061], [-3.48485, 3.01268, 0.82111], [-4.74667, 3.55517, 0.18620], [-2.44082, 4.10149, 1.02057], [-4.39119, 0.03319, -0.30091], [-4.60639, -0.83718, 0.93711], [-4.37903, -0.83050, -1.54830], [-2.02778, 4.56050, -3.27714], [-1.03246, 4.06284, -1.90855], [-2.79149, 4.00897, -1.78832], [-1.11778, 2.32233, -3.70608], [-4.78113, 3.28061, -2.74966], [-4.42769, 1.70298, -2.04317], [-5.35716, 1.81876, -3.53344], [-3.73691, 2.63368, 1.81991], [-4.57918, 3.86524, -0.84436], [-5.09239, 4.43215, 0.73292], [-5.55902, 2.83292, 0.19023], [-2.21349, 4.61999, 0.08793], [-1.50967, 3.70538, 1.41881], [-2.80481, 4.84998, 1.72543], [-5.20830, 0.75889, -0.35980], [-3.80839, -1.57444, 1.03008], [-5.55109, -1.37671, 0.87184], [-4.62156, -0.25763, 1.86029], [-3.60880, -1.60064, -1.48092], [-4.20502, -0.26654, -2.46288], [-5.33576, -1.34221, -1.65276]],
  "atomic_forces_ev_per_a": [[0.8, -0.1, -0.4], [-0.1, 0.2, 0.2], [-0.1, 0.3, 0.3], [-0.3, -0.1, -0.5], [0.1, -0.2, 0.2], [0.1, 0.1, -0.3], [0.0, 0.0, 0.1], [-0.1, 0.0, 0.2], [0.1, -0.1, -0.1], [0.1, -0.2, 0.1], [0.1, 0.0, 0.0], [-0.2, 0.3, 0.1], [0.0, -0.1, 0.0], [0.1, -0.1, -0.2], [-0.1, -0.1, 0.1], [0.0, 0.0, -0.1], [-0.1, -0.1, 0.3], [0.1, 0.0, -0.2], [0.1, 0.2, -0.1], [0.2, 0.8, -0.3], [-0.5, -0.5, 0.2], [0.0, -0.3, -0.2], [0.1, -0.1, -0.1], [-0.1, 0.0, 0.0], [0.0, 0.0, -0.1], [0.0, 0.1, -0.1], [0.0, 0.0, 0.0], [0.0, 0.0, 0.1], [0.0, 0.0, 0.0], [0.0, 0.1, 0.0], [0.0, 0.0, 0.1], [0.0, 0.0, 0.1], [0.0, 0.0, 0.0], [0.0, 0.1, 0.0], [0.1, 0.1, 0.1], [-0.1, 0.0, 0.0], [0.0, 0.2, 0.0], [0.1, -0.1, 0.0], [0.0, 0.1, -0.1], [-0.1, 0.1, 0.1], [0.1, 0.0, -0.3], [0.0, -0.7, 0.5], [0.1, 0.1, 0.1], [-0.1, 0.3, 0.0], [0.1, -0.2, 0.1], [0.0, 0.1, 0.0], [0.0, -0.1, -0.1], [0.0, 0.1, -0.1], [0.2, -0.1, 0.1], [0.0, -0.1, -0.1], [-0.1, 0.0, -0.1], [0.0, -0.1, 0.0], [0.0, 0.0, 0.0], [-0.1, 0.0, -0.1], [0.0, -0.1, 0.0], [0.0, 0.0, 0.0], [0.0, 0.0, 0.1], [0.0, 0.0, 0.0], [0.0, 0.1, 0.0], [0.0, 0.1, 0.2], [-0.1, 0.3, 0.1], [-0.4, -0.4, 0.2], [0.1, 0.0, -0.3], [0.2, -0.1, -0.2], [0.0, -0.1, 0.0], [0.0, 0.0, 0.0], [-0.1, 0.1, 0.2], [-0.1, -0.2, -0.1], [0.1, 0.0, -0.1], [0.0, 0.0, 0.0], [0.0, 0.0, 0.0], [0.0, 0.0, 0.0], [-0.1, 0.0, 0.0], [0.0, 0.0, 0.1], [0.0, 0.0, 0.1], [-0.1, 0.0, 0.1], [0.0, 0.0, -0.1], [0.0, 0.0, 0.0], [-0.2, -0.1, 0.0], [0.0, 0.1, -0.1], [0.0, 0.0, 0.1], [0.1, -0.2, 0.0], [0.0, -0.1, 0.1], [0.0, 0.0, -0.1], [0.1, 0.1, -0.1], [-0.1, 0.1, 0.2], [0.0, 0.1, 0.0], [0.1, 0.0, -0.1], [0.0, 0.1, -0.1], [0.1, 0.0, 0.0], [0.1, 0.0, -0.1], [0.0, 0.1, 0.0], [0.0, 0.1, 0.0], [0.0, 0.2, -0.2], [0.0, 0.0, -0.1], [-0.1, 0.0, 0.0], [0.0, 0.0, 0.1], [-0.1, 0.1, 0.1], [-0.1, -0.1, -0.1], [0.0, 0.0, 0.1], [0.1, 0.0, 0.1], [-0.1, 0.1, 0.1], [0.0, -0.1, 0.0], [0.1, -0.1, 0.0], [-0.1, -0.1, 0.0], [0.0, 0.1, 0.1], [0.1, -0.1, 0.0], [0.0, -0.1, 0.1], [-0.2, -0.1, 0.0]],
  "mulliken_spin": [1.019, -0.003, 0.005, -0.004, -0.008, -0.010, 0.001, 0.011, -0.003, 0.001, 0.007, -0.014, -0.020, 0.015, -0.008, 0.017, -0.004, 0.010, -0.006, 0.020, -0.035, 0.040, -0.001, -0.002, 0.000, 0.001, -0.001, 0.001, 0.005, 0.000, 0.000, 0.000, 0.001, 0.002, -0.002, 0.001, -0.002, 0.002, 0.001, 0.026, -0.001, -0.004, -0.015, 0.036, -0.004, 0.007, -0.009, 0.027, -0.092, 0.000, 0.000, 0.000, 0.007, 0.000, 0.000, -0.001, -0.001, 0.000, 0.000, -0.002, -0.008, -0.003, -0.002, 0.003, 0.000, 0.000, 0.000, 0.000, 0.000, 0.000, 0.000, -0.004, -0.001, 0.000, 0.000, 0.000, 0.000, 0.000, -0.001, -0.004, 0.000, 0.005, 0.002, 0.000, -0.001, 0.000, 0.000, 0.000, 0.000, 0.000, 0.000, 0.000, 0.000, 0.000, 0.000, 0.000, 0.000, 0.000, 0.000, 0.000, 0.000, 0.000, 0.000, 0.000, 0.000, 0.000, 0.000, 0.000, 0.000],
  "total_charge": 0,
  "multiplicity": 2,
  "e_above_lowest_kcal_mol": 25.0,
  "orbital_gap_ev": [6.54, 6.64],
  "s_squared": 0.850,
  "e_lumo_ev": [0.05, 0.06]
}